(1)
Computed, not measured: the molecule C2H6N2O2S2 in a non-equilibrium geometry, with the ωB97M-V functional and the def2-TZVPD basis.

The geometry in XYZ format:
```
14
Properties=species:S:1:pos:R:3
H 0.39780 -2.04267 0.73398
N -0.50687 -1.67889 0.53786
C 0.07650 -0.18624 0.23429
S -1.04899 1.11144 0.18028
C -2.63318 0.16961 0.36396
S 1.77469 -0.02029 0.18362
N 1.77667 0.67804 -1.35169
O 2.33690 -1.29238 0.09207
O 2.29270 0.88744 1.18282
H -2.58257 -0.45013 1.28501
H -2.69985 -0.32858 -0.50198
H -3.40231 0.91784 0.38848
H 1.49734 1.60645 -1.44892
H 2.72118 0.62839 -1.87976
```

## Properties
**Orbital gap (alpha / beta)**: 8.300 / 8.586 eV
**Max |F|**: 9.283 eV/Å
**LUMO energy (alpha / beta)**: -0.8 / -0.9 eV
**Molecular weight**: 154.22 g mol⁻¹

---

(2)
Computed, not measured: a cluster of 2 separate species, C4H14NOS in total in a non-equilibrium geometry, with the ωB97M-V functional and the def2-TZVPD basis.

The geometry in XYZ format:
```
21
Properties=species:S:1:pos:R:3
C -1.49695 1.07928 -0.55002
C -0.26320 0.17781 -0.51317
C 1.09280 0.89760 -0.63830
C 2.43345 0.17848 -0.65191
S 2.43787 -1.56438 -1.73404
N -0.16309 -0.47506 0.83808
H -1.60739 1.56104 -1.58425
H -1.26099 1.95476 0.26431
H -2.45512 0.54541 -0.20277
H -0.54558 -0.55201 -1.30641
H 1.09871 1.43058 -1.63254
H 1.12500 1.66433 0.09092
H 2.96461 -0.05840 0.31774
H 3.10335 0.60359 -1.32719
H 3.71080 -1.31507 -1.73738
H 0.82011 -0.19969 1.05913
H -0.09079 -1.50213 0.84700
H -0.87473 -0.26338 1.59932
H -2.99277 -2.08385 2.38496
H -3.99116 -0.98037 2.12475
O -3.04491 -1.09854 2.35177
```

## Properties
**Orbital gap**: 9.454 eV
**Max |F|**: 3.707 eV/Å
**LUMO energy**: -3.3 eV
**Total charge**: +1
**Molecular weight**: 124.23 g mol⁻¹

---

(3)
Computed, not measured: the molecule C5H15NSi in a non-equilibrium geometry, with the ωB97M-V functional and the def2-TZVPD basis.

The geometry in XYZ format:
```
22
Properties=species:S:1:pos:R:3
C 0.02139 1.59577 1.95169
C 0.02161 -0.01767 1.90646
C 1.46503 -0.38328 1.66974
N -0.90975 -0.39443 0.83017
Si -0.27942 0.12050 -1.27545
C -1.95513 0.77747 -1.97186
C 0.31301 -1.44753 -2.15667
H -0.60503 2.02832 1.22782
H -0.29382 1.99633 2.88548
H 1.01920 1.93677 1.85505
H -0.37103 -0.43969 2.88911
H 1.70613 -1.48095 1.71145
H 2.13108 0.01006 2.41203
H 1.83385 -0.06464 0.76696
H -0.86792 -1.35130 0.85456
H 0.81222 0.99113 -0.92354
H -2.66362 0.57161 -1.27834
H -1.91680 1.74760 -2.37869
H -2.26675 0.13542 -2.88989
H -0.47322 -2.07678 -2.43635
H 0.99068 -1.33232 -3.12192
H 0.95957 -2.08095 -1.33570
```

## Properties
**Orbital gap**: 9.114 eV
**Max |F|**: 4.974 eV/Å
**LUMO energy**: 0.9 eV
**Molecular weight**: 117.27 g mol⁻¹

---

(4)
Computed, not measured: the molecule C7H12, with the ωB97M-V functional and the def2-TZVPD basis.

The geometry in XYZ format:
```
19
Properties=species:S:1:pos:R:3
C -1.39969 2.90862 -1.46991
C -1.24684 1.47809 -1.67583
C -0.84689 0.34336 -1.66737
C 0.01928 -0.78897 -1.34577
C -0.15141 -1.23032 0.12838
C 1.06776 -0.82007 0.95164
C 1.02230 -1.32246 2.38933
H -2.38314 3.28967 -1.74066
H -0.63359 3.43821 -2.04073
H -1.21233 3.10400 -0.41021
H 1.03358 -0.38193 -1.47247
H -0.07008 -1.62530 -2.04545
H -1.05233 -0.77291 0.56003
H -0.29087 -2.31705 0.18441
H 1.15430 0.27680 0.93445
H 1.96405 -1.21229 0.45108
H 0.17854 -0.88378 2.93586
H 0.90248 -2.41295 2.40900
H 1.94488 -1.07072 2.92420
```

## Properties
**Orbital gap**: 10.316 eV
**Max |F|**: 0.634 eV/Å
**LUMO energy**: 1.1 eV
**Molecular weight**: 96.17 g mol⁻¹